Arrangement 1

# C8H13O4S2

A molecular structure, C8H13O4S2 (wB97M-V/def2-TZVPD, the Open Molecules 2025 dataset).

Values from the calculation:
HOMO-LUMO gap (spin up / spin down) = 7.174 / 6.699 eV
net charge = -1
highest occupied orbital energy (spin up / spin down) = -0.144 / -0.138 hartree
multiplicity = 1

Structure (XYZ):
```
27
Properties=species:S:1:pos:R:3:nbo_charge:R:1
C 0.2030 -0.3657 -0.6007 -0.115
C -0.9081 -0.5049 0.0703 -0.191
C 1.1619 0.7633 -0.2575 -0.415
C 0.5354 2.1648 -0.2811 -0.399
C -0.2081 2.5838 1.0014 -0.494
C -1.5211 1.9143 1.1632 -0.308
C 0.6496 -1.3056 -1.7013 -0.638
C -1.5457 -3.0327 0.6723 -0.848
O -2.2224 2.9582 -1.1194 -1.051
O -2.8517 0.6021 -0.6847 -1.026
O -3.2830 -1.2096 1.0951 -0.960
O -2.8236 -1.8756 -1.2814 -0.950
S -2.8141 2.0040 -0.1414 1.518
S -2.3508 -1.4646 0.0222 2.159
H 1.5889 0.5769 0.7345 0.198
H 1.9815 0.7406 -0.9797 0.196
H 1.3360 2.8918 -0.4523 0.186
H -0.1713 2.2325 -1.1071 0.261
H 0.4307 2.4116 1.8777 0.192
H -0.3808 3.6669 0.9222 0.226
H -1.8703 1.6563 2.1504 0.189
H 1.5829 -1.8092 -1.4301 0.198
H 0.8179 -0.7306 -2.6125 0.213
H -0.1274 -2.0441 -1.8911 0.228
H -1.0268 -2.7652 1.5845 0.211
H -2.3380 -3.7392 0.8856 0.220
H -0.8578 -3.4389 -0.0581 0.202
```

Arrangement 2

# C8H13O4S2

2 unconnected molecules or ions with the total composition C8H13O4S2 (wB97M-V/def2-TZVPD, the Open Molecules 2025 dataset).

Values from the calculation:
HOMO-LUMO gap = 8.620 eV
net charge = -1
highest occupied orbital energy = -0.205 hartree
multiplicity = 1

Structure (XYZ):
```
27
Properties=species:S:1:pos:R:3:nbo_charge:R:1
C -1.3514 -2.9446 0.3002 0.137
C 0.8183 2.3018 0.8115 -0.384
C 1.8296 1.3695 0.1017 -0.400
C -0.4354 1.5202 1.0686 -0.396
C 1.2351 0.8143 -1.1775 -0.408
C -1.1582 0.8992 -0.1844 -0.363
C -0.1640 0.1192 -0.9947 -0.422
C -0.7248 -0.3009 -2.2257 -0.197
O 0.4166 -4.1614 1.7026 -0.996
O -2.4449 -2.3638 0.2142 -0.555
O -0.5542 -2.1784 2.7652 -0.977
O 0.8544 -1.9056 0.7735 -1.021
S 0.0296 -0.4483 -3.6024 -0.029
S -0.0485 -2.7893 1.5936 2.327
H 1.2103 2.6847 1.7501 0.200
H 0.4497 3.1778 0.1353 0.168
H 2.8568 1.8477 0.0221 0.191
H 1.9836 0.6413 0.8674 0.221
H -0.2573 0.7090 1.6763 0.217
H -1.1690 2.2137 1.5220 0.188
H 1.2696 1.4798 -2.0180 0.209
H 1.9166 0.0011 -1.3499 0.230
H -2.1265 0.4187 0.0618 0.234
H -1.4273 1.8232 -0.8085 0.162
H -0.1236 -0.7886 -0.3436 0.340
H -1.7874 -0.5551 -2.1769 0.196
H -1.0977 -3.5849 -0.4847 0.129
```

Most stable pick: arrangement 2. Distance to second place: 0.1633 hartree.